# 1
Entry from OMol25: a molecular structure, C46H95F3HgN5O8S at a distorted geometry (ωB97M-V/def2-TZVPD).

Geometry (Å):
Hg (-13.605, 9.402, 18.256)
C (-11.568, 8.309, 14.336)
F (-10.909, 7.380, 15.002)
F (-10.741, 8.995, 13.569)
F (-12.492, 7.776, 13.554)
S (-12.592, 9.428, 15.484)
O (-12.931, 10.613, 14.719)
O (-13.743, 8.638, 15.903)
O (-11.918, 9.769, 16.766)
C (-12.267, 11.995, 11.750)
C (-12.055, 13.213, 10.806)
C (-12.098, 14.473, 11.683)
C (-10.837, 14.746, 12.514)
C (-9.585, 14.610, 11.644)
C (-9.547, 13.290, 10.831)
N (-10.799, 13.166, 10.082)
O (-10.683, 12.045, 9.217)
C (-8.320, 13.438, 9.895)
C (-9.150, 12.186, 11.838)
C (-13.261, 13.349, 9.838)
H (-13.342, 11.840, 11.899)
H (-11.958, 12.298, 12.748)
H (-11.944, 11.049, 11.319)
H (-12.093, 15.345, 11.022)
H (-12.939, 14.436, 12.374)
H (-10.706, 14.022, 13.333)
H (-10.754, 15.696, 13.046)
H (-8.676, 14.774, 12.227)
H (-9.566, 15.540, 11.060)
H (-8.062, 12.561, 9.305)
H (-8.374, 14.331, 9.269)
H (-7.461, 13.621, 10.546)
H (-10.000, 11.655, 12.258)
H (-8.450, 11.444, 11.446)
H (-8.604, 12.560, 12.708)
H (-14.207, 13.103, 10.318)
H (-13.104, 12.743, 8.949)
H (-13.359, 14.412, 9.609)
H (-10.980, 12.422, 8.382)
C (-19.545, 5.440, 12.555)
C (-18.158, 6.082, 12.228)
C (-17.391, 6.152, 13.515)
C (-15.943, 6.604, 13.368)
C (-15.264, 5.582, 12.461)
C (-15.979, 5.299, 11.114)
N (-17.455, 5.166, 11.338)
O (-18.218, 4.623, 10.292)
C (-15.734, 6.341, 10.032)
C (-15.548, 3.868, 10.637)
C (-18.392, 7.469, 11.598)
H (-20.101, 5.202, 11.648)
H (-20.200, 6.149, 13.067)
H (-19.469, 4.512, 13.118)
H (-17.854, 6.753, 14.308)
H (-17.302, 5.204, 14.062)
H (-15.431, 6.632, 14.331)
H (-15.982, 7.623, 12.969)
H (-15.303, 4.677, 13.067)
H (-14.332, 5.996, 12.067)
H (-15.799, 7.391, 10.334)
H (-14.682, 6.260, 9.737)
H (-16.398, 6.317, 9.169)
H (-15.777, 3.109, 11.379)
H (-15.988, 3.621, 9.674)
H (-14.470, 3.946, 10.472)
H (-17.453, 7.956, 11.343)
H (-19.105, 8.066, 12.167)
H (-18.836, 7.418, 10.595)
H (-18.524, 5.410, 9.812)
C (-14.685, 14.359, 16.476)
C (-15.181, 13.597, 17.736)
C (-16.471, 14.273, 18.215)
C (-17.635, 14.088, 17.248)
C (-17.790, 12.582, 16.930)
C (-16.520, 11.817, 16.477)
N (-15.432, 12.172, 17.411)
O (-14.201, 11.536, 17.066)
C (-16.838, 10.319, 16.487)
C (-16.235, 12.117, 15.001)
C (-14.189, 13.779, 18.885)
H (-15.188, 14.366, 15.519)
H (-13.712, 13.908, 16.183)
H (-14.192, 15.298, 16.741)
H (-16.820, 13.705, 19.091)
H (-16.331, 15.244, 18.689)
H (-17.526, 14.553, 16.260)
H (-18.531, 14.592, 17.611)
H (-18.512, 12.504, 16.116)
H (-18.205, 12.115, 17.827)
H (-17.854, 10.282, 16.087)
H (-16.212, 9.635, 15.916)
H (-16.948, 9.908, 17.498)
H (-15.190, 11.944, 14.726)
H (-16.799, 11.521, 14.280)
H (-16.467, 13.128, 14.657)
H (-14.123, 14.866, 18.952)
H (-13.183, 13.398, 18.715)
H (-14.674, 13.421, 19.791)
H (-13.874, 12.198, 16.421)
C (-12.143, 5.162, 20.063)
C (-12.316, 6.135, 18.900)
C (-12.217, 5.357, 17.569)
C (-13.468, 4.561, 17.123)
C (-14.611, 5.563, 17.022)
C (-14.825, 6.283, 18.378)
N (-13.573, 6.954, 18.808)
O (-13.830, 7.761, 19.983)
C (-15.884, 7.328, 18.008)
C (-15.452, 5.349, 19.456)
C (-11.170, 7.172, 18.919)
H (-12.825, 4.321, 19.963)
H (-11.113, 4.828, 20.162)
H (-12.352, 5.718, 20.984)
H (-11.812, 5.990, 16.779)
H (-11.512, 4.521, 17.633)
H (-13.168, 4.207, 16.136)
H (-13.630, 3.718, 17.797)
H (-15.420, 4.965, 16.605)
H (-14.107, 6.285, 16.378)
H (-16.853, 6.818, 18.002)
H (-15.795, 7.655, 16.970)
H (-16.123, 8.197, 18.635)
H (-14.697, 4.849, 20.052)
H (-16.246, 4.742, 19.027)
H (-16.067, 6.004, 20.086)
H (-10.239, 6.780, 18.509)
H (-11.381, 7.977, 18.213)
H (-11.070, 7.471, 19.962)
H (-14.196, 7.059, 20.556)
C (-7.403, 5.640, 8.408)
C (-8.894, 5.567, 8.798)
C (-9.017, 5.245, 10.309)
C (-8.618, 6.479, 11.126)
C (-9.624, 7.579, 10.801)
C (-9.638, 7.970, 9.312)
N (-9.651, 6.788, 8.461)
O (-9.690, 7.042, 7.075)
C (-11.039, 8.601, 9.144)
C (-8.544, 9.033, 9.057)
C (-9.593, 4.330, 8.133)
H (-6.718, 5.005, 8.975)
H (-7.020, 6.652, 8.559)
H (-7.150, 5.405, 7.370)
H (-10.057, 4.958, 10.499)
H (-8.512, 4.321, 10.592)
H (-7.621, 6.884, 10.936)
H (-8.659, 6.245, 12.194)
H (-9.365, 8.396, 11.480)
H (-10.566, 7.204, 11.215)
H (-11.844, 8.038, 9.613)
H (-11.094, 9.508, 9.762)
H (-11.168, 8.920, 8.111)
H (-8.746, 9.331, 8.022)
H (-8.680, 9.930, 9.655)
H (-7.564, 8.569, 9.132)
H (-9.191, 4.264, 7.125)
H (-10.661, 4.531, 8.185)
H (-9.359, 3.453, 8.731)
H (-8.796, 7.377, 6.896)

LUMO energy   -5.89 eV
ΔE to the lowest compared entry with this formula, charge and spin   385.4 kJ/mol
2S+1   1
Electronic energy   -3535.9822 Ha
Total charge   +1


# 2
Entry from OMol25: 2 unconnected molecules or ions with the total composition C10H10FN at a distorted geometry (ωB97M-V/def2-TZVPD).

Geometry (Å):
C (-2.933, -0.068, 0.175)
C (-2.256, 0.133, 1.346)
C (-0.881, 0.089, 1.390)
C (-0.172, -0.254, 0.206)
N (1.214, -0.093, 0.204)
C (2.001, -0.781, -0.687)
C (3.307, -0.380, -0.457)
C (3.314, 0.547, 0.578)
C (1.993, 0.650, 0.974)
C (-0.877, -0.659, -0.929)
C (-2.281, -0.551, -0.922)
H (-4.022, 0.219, 0.066)
H (-2.747, 0.458, 2.281)
H (-0.524, 0.183, 2.421)
H (1.509, -1.491, -1.177)
H (4.283, -0.657, -0.894)
H (4.225, 1.093, 0.952)
H (1.631, 1.453, 1.742)
H (-0.249, -0.493, -1.763)
H (-2.617, -0.718, -1.961)
F (-1.204, 1.897, -1.821)
H (-0.266, 1.891, -1.953)

LUMO energy   0.73 eV
ΔE to the lowest compared entry with this formula, charge and spin   65.7 kJ/mol
SMILES   c1ccc(-n2cccc2)cc1.F
2S+1   1
Electronic energy   -541.6100 Ha
Total charge   0


# 3
Entry from OMol25: C24H30N6O2 in the gas phase (ωB97M-V/def2-TZVPD).

Geometry (Å):
C (1.367, 3.394, 1.576)
C (2.165, 2.636, 0.524)
C (2.568, 1.248, 1.012)
C (3.301, 0.457, -0.085)
N (3.424, -0.946, 0.276)
C (2.373, -1.800, 0.206)
N (1.154, -1.272, 0.145)
C (0.112, -2.096, 0.092)
C (-1.220, -1.492, 0.111)
C (-1.406, -0.209, 0.609)
C (-2.672, 0.340, 0.676)
C (-3.777, -0.359, 0.204)
N (-5.078, 0.120, 0.241)
C (-5.602, 1.398, 0.292)
O (-6.782, 1.559, 0.528)
N (-4.728, 2.415, 0.072)
C (-5.174, 3.789, 0.014)
C (-5.049, 4.371, -1.389)
C (-3.589, -1.672, -0.287)
O (-4.732, -2.307, -0.698)
C (-4.629, -3.635, -1.148)
C (-2.327, -2.228, -0.317)
N (0.191, -3.421, 0.044)
C (1.407, -3.948, 0.120)
C (2.562, -3.203, 0.231)
C (3.917, -3.829, 0.342)
C (4.666, 1.038, -0.323)
C (5.680, 0.897, 0.620)
C (6.916, 1.471, 0.376)
C (7.093, 2.173, -0.807)
N (6.138, 2.317, -1.709)
C (4.963, 1.764, -1.472)
H (1.093, 4.381, 1.210)
H (1.952, 3.517, 2.485)
H (0.456, 2.855, 1.826)
H (1.561, 2.533, -0.381)
H (3.060, 3.207, 0.263)
H (1.679, 0.679, 1.283)
H (3.207, 1.332, 1.893)
H (2.699, 0.529, -1.003)
H (4.342, -1.352, 0.194)
H (-0.553, 0.345, 0.966)
H (-2.807, 1.304, 1.141)
H (-5.788, -0.601, 0.202)
H (-3.848, 2.206, -0.372)
H (-6.216, 3.792, 0.340)
H (-4.579, 4.383, 0.717)
H (-4.011, 4.356, -1.719)
H (-5.398, 5.399, -1.396)
H (-5.647, 3.795, -2.092)
H (-3.995, -3.709, -2.038)
H (-4.235, -4.293, -0.368)
H (-5.643, -3.939, -1.401)
H (-2.154, -3.230, -0.670)
H (1.449, -5.031, 0.093)
H (4.413, -3.517, 1.262)
H (3.825, -4.912, 0.350)
H (4.549, -3.546, -0.502)
H (5.499, 0.349, 1.534)
H (7.722, 1.379, 1.088)
H (8.038, 2.641, -1.046)
H (4.214, 1.911, -2.240)

LUMO energy   0.54 eV
ΔE to the lowest compared entry with this formula, charge and spin   33.7 kJ/mol
SMILES   CCC[C@H](Nc1nc(-c2ccc(NC(=O)NCC)c(OC)c2)ncc1C)c1cccnc1
2S+1   1
Electronic energy   -1411.6249 Ha
Total charge   0


# 4
Entry from OMol25: a molecular structure, C14H12FeO11S2 at a distorted geometry (ωB97M-V/def2-TZVPD).

Geometry (Å):
Fe (0.022, -1.180, -0.393)
O (-0.549, -0.765, -4.752)
C (-0.131, -0.643, -3.599)
O (-0.601, -1.174, -2.568)
C (1.052, 0.381, -3.413)
C (0.640, 1.442, -2.378)
C (1.531, 2.692, -2.531)
C (2.850, 2.185, -1.922)
C (2.453, 0.746, -1.530)
O (1.095, 0.902, -1.148)
C (2.379, -0.125, -2.796)
C (2.496, -1.651, -2.417)
O (3.290, -2.307, -3.094)
O (1.861, -2.050, -1.412)
H (1.226, 0.818, -4.402)
H (-0.428, 1.637, -2.321)
H (1.118, 3.513, -1.947)
H (1.626, 3.007, -3.570)
H (3.119, 2.755, -1.033)
H (3.686, 2.202, -2.621)
H (3.017, 0.315, -0.706)
H (3.215, 0.069, -3.478)
O (-1.154, 2.226, 1.748)
S (-0.977, 0.805, 1.452)
O (0.417, 0.385, 1.483)
O (-1.681, 0.380, 0.246)
C (-1.823, -0.034, 2.827)
C (-2.432, 0.785, 3.768)
C (-3.122, 0.254, 4.845)
C (-3.226, -1.123, 4.971)
C (-2.627, -1.938, 4.024)
C (-1.909, -1.407, 2.961)
S (-1.131, -2.618, 1.835)
O (-1.790, -2.476, 0.539)
O (-1.408, -3.897, 2.483)
O (0.292, -2.304, 1.775)
H (-2.340, 1.851, 3.622)
H (-3.583, 0.912, 5.571)
H (-3.775, -1.555, 5.798)
H (-2.699, -3.013, 4.085)

LUMO energy (alpha / beta)   4.62 / 4.62 eV
2S+1   5
Electronic energy   -3428.6114 Ha
Total charge   -2


# 5
Entry from OMol25: a gas-phase ion, C3H8IN3 (charge +2) at a distorted geometry (ωB97M-V/def2-TZVPD).

Geometry (Å):
C (1.059, 2.449, 0.142)
C (0.029, 0.347, 0.444)
C (-0.527, -3.367, -0.567)
N (0.984, 3.631, -0.403)
N (-0.076, 1.718, 0.403)
N (-0.526, -2.575, 0.615)
I (-1.791, -0.772, 0.752)
H (2.006, 1.941, 0.069)
H (-0.365, -4.370, -0.177)
H (0.304, -3.017, -1.307)
H (-1.469, -3.550, -1.178)
H (1.879, 4.255, -0.439)
H (0.190, 4.220, -0.424)
H (-0.902, 2.316, 0.728)
H (-0.794, -3.227, 1.343)

LUMO energy (alpha / beta)   -9.86 / -9.86 eV
ΔE to the lowest compared entry with this formula, charge and spin   414.3 kJ/mol
2S+1   1
Electronic energy   -580.2223 Ha
Total charge   +2


# 6
Entry from OMol25: a gas-phase ion, C5H12NO (charge +1) at a distorted geometry (ωB97M-V/def2-TZVPD).

Geometry (Å):
N (1.527, 0.934, 0.716)
C (0.387, 1.850, 0.345)
C (-0.433, 1.539, -0.635)
C (-0.946, 0.304, -1.306)
C (-0.433, -1.175, -0.942)
C (-0.617, -1.467, 0.541)
O (0.657, -1.292, 1.424)
H (1.083, 0.009, 1.074)
H (2.032, 0.729, -0.088)
H (2.199, 1.152, 1.435)
H (0.189, 2.880, 0.930)
H (-0.973, 2.418, -1.034)
H (-2.144, 0.555, -1.044)
H (-0.875, 0.367, -2.321)
H (-0.807, -2.002, -1.514)
H (0.604, -1.079, -1.408)
H (-1.358, -1.014, 1.157)
H (-0.717, -2.587, 0.743)
H (0.628, -2.120, 1.927)

LUMO energy   -3.12 eV
ΔE to the lowest compared entry with this formula, charge and spin   276.5 kJ/mol
SMILES   [NH3+]/C=C\CCCO
2S+1   1
Electronic energy   -327.3543 Ha
Total charge   +1


# 7
Entry from OMol25: C4H9NO in the gas phase (ωB97M-V/def2-TZVPD).

Geometry (Å):
C (-1.798, 0.501, 0.407)
C (-0.902, -0.083, -0.656)
N (0.251, 0.709, -1.085)
C (0.476, -0.585, -0.431)
C (1.235, -0.482, 0.871)
O (2.547, -0.019, 0.629)
H (-2.364, -0.289, 0.914)
H (-1.224, 1.056, 1.153)
H (-2.514, 1.196, -0.045)
H (-1.444, -0.604, -1.447)
H (0.388, 0.642, -2.089)
H (0.805, -1.405, -1.070)
H (1.329, -1.464, 1.343)
H (0.706, 0.179, 1.572)
H (2.435, 0.795, 0.117)

LUMO energy   1.07 eV
ΔE to the lowest compared entry with this formula, charge and spin   185.9 kJ/mol
SMILES   C[C@H]1N[C@H]1CO
2S+1   1
Electronic energy   -287.7616 Ha
Total charge   0


# 8
Entry from OMol25: 3 unconnected molecules or ions with the total composition C2H11N2O2 at a distorted geometry (ωB97M-V/def2-TZVPD).

Geometry (Å):
C (-0.139, 1.647, -0.161)
C (-0.760, 1.590, -1.342)
N (-0.414, 0.689, -2.349)
N (0.240, 0.428, 0.569)
H (0.424, 2.512, 0.178)
H (-1.081, 2.538, -1.768)
H (-1.119, 0.715, -3.071)
H (0.403, 0.129, -2.493)
H (1.209, 0.274, 0.243)
H (-0.197, -0.487, 0.203)
H (0.220, 0.329, 1.581)
H (1.961, -1.981, 2.787)
H (1.566, -0.550, 3.292)
O (1.427, -1.200, 2.597)
H (-1.436, -2.274, -0.854)
H (-1.253, -2.481, 0.658)
O (-1.051, -1.879, -0.069)

LUMO energy   -3.16 eV
ΔE to the lowest compared entry with this formula, charge and spin   235.9 kJ/mol
2S+1   1
Electronic energy   -342.4986 Ha
Total charge   +1